This record from the Open Molecules 2025 dataset describes a cluster of 7 separate species, C11H35N10O9 in total at a distorted geometry. The level of theory is the ωB97M-V functional and the def2-TZVPD basis.

Values from the calculation:
2S+1: 2
HOMO-LUMO gap (alpha / beta) in hartree: 0.33203 / 0.21023
<S²>: 0.758
HOMO level (alpha / beta) in eV: -8.76 / -8.76

Cartesian coordinates (Å):
N 0.61722 0.07129 0.44983
H 1.40241 0.44451 0.96393
H 0.46464 -0.91878 0.57856
H 0.67981 0.34229 -0.52111
H -0.15098 0.53162 0.91680
C -2.14736 0.83373 1.83893
O -3.28832 1.23193 1.53156
O -1.13828 1.62356 1.83566
O -1.94372 -0.34942 2.11870
C 4.10115 -0.04170 -0.59704
O 3.01753 0.66574 -1.20336
C 2.89194 0.51431 -2.60842
C 1.48802 0.98302 -3.06007
N 0.46298 0.05711 -2.50635
C -0.91846 0.49313 -2.88137
C -1.88400 -0.73598 -2.64786
O -1.53070 -1.89435 -3.43693
C -2.27382 -3.05447 -2.99355
H 4.05047 0.14354 0.47591
H 5.08121 0.19691 -1.01011
H 3.89514 -1.09897 -0.76396
H 2.97583 -0.52741 -2.91809
H 3.57544 1.18839 -3.12470
H 1.44440 0.99562 -4.14912
H 1.32475 1.98449 -2.66194
H 0.76063 -0.75488 -3.02805
H -1.05769 0.87069 -3.89437
H -1.24833 1.28873 -2.21331
H -2.94360 -0.57496 -2.84641
H -1.85161 -0.88355 -1.56838
H -3.30610 -3.05786 -3.34354
H -2.14107 -3.12680 -1.91409
H -1.85167 -3.93014 -3.48657
C -2.96697 3.49035 -1.27518
O -3.12502 4.29591 -2.09866
N -3.75505 2.48151 -1.03406
N -1.87091 3.39928 -0.62013
H -4.59988 2.36178 -1.57444
H -3.53204 1.87622 -0.25688
H -1.63899 2.74088 0.10981
H -1.23832 4.18339 -0.69161
C 0.71301 -1.92211 4.11293
O 1.70760 -2.53257 4.61967
N 0.82904 -0.69705 3.67024
N -0.50507 -2.36934 3.90384
H 1.67863 -0.17464 3.51091
H -0.04377 -0.26242 3.40682
H -1.06463 -1.74808 3.33725
H -0.78823 -3.33329 4.00739
C -0.26838 -3.33279 0.64993
O 0.71669 -2.60675 0.85572
N -1.48949 -2.90140 0.72331
N -0.20513 -4.54170 0.18955
H -1.59690 -1.90805 0.87104
H -2.28899 -3.51759 0.75805
H -1.00062 -5.06875 -0.14137
H 0.67724 -5.03063 0.13982
C 2.29819 2.42745 2.49221
O 2.45014 1.33220 2.01901
N 1.08710 2.80960 2.94360
N 3.15412 3.37876 2.57423
H 0.23529 2.28581 2.80160
H 1.04846 3.75785 3.28917
H 2.72528 4.10457 3.13047
H 4.09966 3.51000 2.24435

These are the Mulliken partial charges, in e, on atoms 1 to 5:
1 N 1.041
2 H 0.647
3 H 0.196
4 H 0.246
5 H -0.322



This record from the Open Molecules 2025 dataset describes a structure of composition C43H35CoIN2O3PS at a distorted geometry. The level of theory is the ωB97M-V functional and the def2-TZVPD basis.

Values from the calculation:
2S+1: 5
HOMO-LUMO gap (alpha / beta) in hartree: 0.30725 / 0.18202
<S²>: 6.013
Net charge: +2
HOMO level (alpha / beta) in eV: -13.21 / -13.22

Cartesian coordinates (Å):
Co -0.98133 -1.40393 -0.09010
O -2.17374 -1.51514 1.48293
C -1.41496 -1.45634 2.79134
C -0.12092 -2.25209 2.50464
O 0.64472 -2.70280 3.33445
O 0.17544 -2.25202 1.23660
C -2.28553 -2.11587 3.89622
C -3.29846 -3.08926 3.62692
C -3.81805 -3.81924 4.71840
C -3.38091 -3.56931 6.02690
C -2.45216 -2.55612 6.26484
C -1.85747 -1.86843 5.20887
C -1.19228 0.05368 2.96687
C -0.08734 0.67723 2.38834
C 0.07468 2.09552 2.54948
C -0.87112 2.82153 3.24582
C -1.97936 2.19867 3.77069
C -2.16624 0.82707 3.63009
H -3.01209 -1.03755 1.62413
H -3.60605 -3.34921 2.54245
H -4.52222 -4.57887 4.45320
H -3.71260 -4.17927 6.83726
H -2.19490 -2.25059 7.25904
H -1.05730 -1.12220 5.43988
H 0.81616 0.08258 2.06349
H 0.94477 2.53835 2.14439
H -0.67837 3.86755 3.42670
H -2.66570 2.84565 4.30227
H -3.06617 0.36054 4.07344
I -2.05790 -3.32656 -1.46520
C -2.35127 -2.58719 -3.46407
C -2.66830 -3.63496 -4.30080
C -3.17087 -3.42398 -5.62367
C -3.38770 -2.11879 -5.92661
C -3.03504 -1.08462 -5.06040
C -3.33970 0.28550 -5.45914
C -2.91062 1.35964 -4.75995
C -1.97941 1.17568 -3.71504
C -1.73627 -0.10099 -3.16400
P -0.36064 -0.29152 -1.96501
C 0.74054 -1.38532 -2.76818
C 0.77900 -1.73991 -4.14763
C 1.75390 -2.58970 -4.57763
C 2.76130 -3.09560 -3.73675
C 2.64131 -2.75274 -2.37982
C 1.66974 -1.93949 -1.88752
C 0.32356 1.32653 -1.91013
C -0.14227 2.25490 -0.95565
C 0.27955 3.59422 -0.96578
C 1.12060 4.02654 -2.01168
C 1.59934 3.09720 -2.98353
C 1.18946 1.80415 -2.83634
C -2.41940 -1.22448 -3.77465
H -2.59155 -4.59330 -3.89568
H -3.28036 -4.22579 -6.35753
H -3.87796 -1.79895 -6.79684
H -3.89116 0.43156 -6.43443
H -3.28746 2.33082 -5.12526
H -1.47985 2.09722 -3.34607
H 0.02956 -1.35172 -4.86842
H 1.81543 -2.71941 -5.68896
H 3.55101 -3.71008 -4.11830
H 3.25419 -3.29667 -1.64398
H 1.73836 -1.68065 -0.88985
H -0.86699 1.91414 -0.20000
H 0.18389 4.08602 0.00376
H 1.51375 5.03164 -1.98710
H 2.29367 3.44537 -3.73481
H 1.64466 1.16485 -3.52495
N 3.30237 -1.20602 2.11911
C 3.44136 -0.03055 1.76258
S 2.68447 0.20938 0.26024
N 3.95009 0.97280 2.43558
C 4.05904 2.42488 2.08103
C 4.84979 3.28745 2.83788
C 4.83592 4.70164 2.60834
C 3.87667 5.19665 1.67606
C 2.98185 4.36449 0.93178
C 3.31151 2.98072 1.05900
H 2.86504 -2.07775 1.55834
H 3.94757 -1.46094 2.77342
H 4.13914 1.01272 3.42629
H 5.45400 3.01415 3.69356
H 5.64834 5.22016 3.11243
H 3.83123 6.27231 1.61758
H 2.12648 4.69450 0.37653
H 2.58652 2.41973 0.39829

These are the Mulliken partial charges, in e, on atoms 1 to 5:
1 Co 0.327
2 O -0.617
3 C 2.965
4 C -0.230
5 O -0.661



This record from the Open Molecules 2025 dataset describes a structure of composition C3H14Cd2O9 at a distorted geometry. The level of theory is the ωB97M-V functional and the def2-TZVPD basis.

Values from the calculation:
HOMO-LUMO gap in hartree: 0.07648
Net charge: +2
HOMO level in eV: -14.31

Cartesian coordinates (Å):
Cd -2.27548 -1.29175 4.58036
Cd -3.87960 1.94015 1.81539
O -1.28135 0.04903 1.75050
H -0.33880 -0.06731 1.52118
O -4.79962 0.60456 4.68692
H -5.51624 0.44395 5.33127
C 5.55550 -0.02632 -1.80268
C 5.19869 0.39974 -3.24440
O 4.11279 -0.49778 -3.54715
C 3.60883 -0.97305 -2.38140
O 2.55065 -1.60894 -2.24717
O 4.37132 -0.50605 -1.33560
H 5.77960 0.85579 -1.20288
H 6.40315 -0.70285 -1.69355
H 5.97680 0.15132 -3.96616
H 5.05658 1.47896 -3.18796
O -0.68500 -5.31986 0.35830
H -1.31371 -5.26178 1.07773
H -0.58755 -4.41845 0.05139
O -6.04040 -0.45829 0.78658
H -6.22144 -1.30968 1.18478
H -6.90146 -0.12082 0.53973
O -2.38971 4.42548 3.58131
H -2.69140 5.13974 4.14260
H -1.52863 4.19400 3.92945
O -1.08181 1.09885 -3.51923
H -0.51241 1.24004 -4.27558
H -0.56928 0.54142 -2.93372

These are the Mulliken partial charges, in e, on atoms 1 to 5:
1 Cd 1.262
2 Cd 1.496
3 O -0.759
4 H 0.305
5 O -0.709



This record from the Open Molecules 2025 dataset describes a structure of composition H16Na4O16S2 at a distorted geometry. The level of theory is the ωB97M-V functional and the def2-TZVPD basis.

Values from the calculation:
HOMO-LUMO gap in hartree: 0.06238
HOMO level in eV: -5.24

Cartesian coordinates (Å):
Na 3.57696 2.43336 0.45005
Na -1.28901 4.94646 1.86464
Na 2.66596 -2.62886 -2.24142
Na 1.24112 2.55215 -3.82535
S 6.20590 0.39192 -3.03257
O 7.13855 0.28158 -4.14439
O 6.02780 -0.94768 -2.40076
O 6.65878 1.33654 -2.06174
O 4.93687 0.79966 -3.58508
S -0.50234 0.44014 0.20279
O -0.80478 -0.92037 0.68553
O 0.64199 0.31982 -0.68894
O -1.67153 0.93141 -0.52124
O -0.12949 1.30084 1.30855
O 2.92655 -2.77527 1.22886
H 3.45443 -2.16339 1.74186
H 2.02597 -2.60535 1.50510
O -2.37001 2.77570 -4.22760
H -2.96678 2.42496 -4.88873
H -2.46105 2.18146 -3.48274
O -5.19857 0.14152 0.79205
H -4.41856 0.50639 0.37410
H -4.86779 -0.57559 1.33295
O -3.93283 -2.74526 2.88164
H -3.13388 -2.48622 2.42251
H -3.85061 -2.34856 3.74887
O -0.13655 0.41003 5.29417
H -0.25760 0.60527 4.36494
H -0.99012 0.08912 5.58515
O -0.86406 -4.62609 -0.98420
H -0.44553 -5.27778 -0.42175
H -0.98359 -3.86274 -0.41919
O 1.96692 4.32625 4.37414
H 1.69404 3.40923 4.34511
H 2.14336 4.55317 3.46112
O -3.74865 -1.28559 -3.86744
H -3.62199 -0.78647 -3.06055
H -4.65988 -1.12173 -4.11044

These are the Mulliken partial charges, in e, on atoms 1 to 5:
1 Na 0.855
2 Na 0.917
3 Na 0.945
4 Na 0.897
5 S 1.140



In the order shown, the computed electronic energy values come out to -45304.0451 -120116.0998 -30866.6088 -72351.7767 eV.